Formula: C24H15F8IN7OPd
Source: the OMol25 dataset
Level of theory: wB97M-V/def2-TZVPD

Geometry as ORCA input:
```
! wB97M-V def2-TZVPD RIJCOSX def2/J DEFGRID3
* xyz 1 1
Pd -0.24174 0.20583 -0.08078
C -2.70272 0.32277 1.51224
N -2.27798 0.56721 0.11654
C -3.10712 -0.25667 -0.78536
C -2.43960 2.01790 -0.22936
C -1.25960 2.81154 0.28251
N -0.08468 2.11646 -0.23021
C 1.20996 2.50634 0.03624
C 2.24161 1.61672 -0.28702
F 1.87480 0.38753 -0.82962
C 3.57383 1.88439 -0.10981
F 4.47346 0.95540 -0.44292
C 3.96998 3.09441 0.42046
C 2.97989 3.99864 0.74572
F 3.31204 5.17998 1.26208
C 1.63559 3.72109 0.57045
F 0.73091 4.65207 0.90826
H -3.77684 0.50303 1.60694
H -2.16348 0.98155 2.18613
H -2.48865 -0.71080 1.77634
H -4.14751 0.07543 -0.73723
H -3.05665 -1.29609 -0.47144
H -2.74882 -0.16238 -1.80714
H -3.38671 2.38331 0.17493
H -2.47058 2.08755 -1.31578
H -1.26465 2.88169 1.37646
H -1.31307 3.82742 -0.10917
H 5.01330 3.32590 0.57690
N 0.31327 -2.21561 -2.13811
C -0.17019 -2.65566 -0.98020
O -0.46549 -1.90895 -0.02786
C -0.37255 -4.13258 -0.82431
I 1.51441 -5.11123 -0.61684
H 0.53572 -1.23754 -2.25783
H 0.65111 -2.86450 -2.83076
H -0.86013 -4.56675 -1.69260
H -0.93880 -4.33126 0.07663
F 2.68266 -1.23633 1.35858
C 2.88643 -2.35150 2.07272
C 3.76958 -3.24857 1.62300
F 4.42549 -2.98554 0.50609
C 4.03924 -4.49932 2.32327
C 3.38872 -4.61516 3.62453
C 2.50810 -3.71215 4.07289
F 1.92686 -3.91626 5.24416
C 2.15365 -2.51919 3.31535
C 1.21925 -1.63050 3.72674
C 0.82580 -0.50013 2.92593
N 0.45460 0.39476 2.30961
C 0.45324 -1.74932 4.93935
N -0.23114 -1.76658 5.86112
F 3.63959 -5.67973 4.36342
C 4.79564 -5.48554 1.78664
C 5.29462 -5.42842 0.43462
N 5.62765 -5.42908 -0.66378
C 5.11953 -6.70848 2.47137
N 5.38063 -7.71500 2.95708
*
```

The HOMO-LUMO gap is 5.2 eV. The total energy is -2606.2301 Eh. Its max |F| is 0.0157 hartree/bohr. For the highest occupied orbital energy, the calculation gives -10.89 eV. Its relative energy (zero: lowest compared OMol25 entry of this formula, charge and spin) is 0.0 kcal per mole.

***

Formula: C24H16BF4O16
Source: the OMol25 dataset
Level of theory: wB97M-V/def2-TZVPD

Geometry as ORCA input:
```
! wB97M-V def2-TZVPD RIJCOSX def2/J DEFGRID3
* xyz -1 1
B -0.81328 1.12607 0.28826
F -0.14228 2.39707 0.21126
F 0.06172 0.34107 1.03826
F -1.96328 1.20507 1.02226
F -1.12128 0.45407 -0.87474
C 4.27672 7.14707 -0.85374
C 5.09772 5.81107 -0.50174
C 4.34472 4.75807 0.10226
O 5.07072 3.85007 0.57126
C 3.00472 4.84607 0.19926
C 2.18572 5.99607 -0.38474
C 2.86772 7.25707 -0.73874
O 2.30172 8.34007 -0.85374
O 0.90972 5.84907 -0.98374
O 6.47172 5.78807 -0.51174
H 4.77572 7.97607 -1.03174
H 2.58972 3.92907 0.21826
H 0.50772 5.05807 -0.54974
H 6.74072 5.01707 -0.02374
C 4.84672 -0.59493 3.19626
C 3.52672 -0.64093 2.50126
C 2.86572 -1.89293 2.33426
O 1.73972 -1.92593 1.70026
C 3.57172 -3.06993 2.65826
C 4.92972 -3.06293 3.39526
C 5.50372 -1.74993 3.61326
O 6.74672 -1.59893 3.98126
O 5.55972 -4.22593 3.94426
O 2.83172 0.39107 2.10826
H 5.24572 0.40907 3.37126
H 3.16972 -4.03093 2.54226
H 6.45972 -3.87593 4.01026
H 1.93572 -0.02293 1.79826
C -6.54528 -0.40693 -4.11374
C -6.70828 -0.94393 -2.74474
C -5.60128 -1.15893 -1.86374
O -5.69028 -1.81393 -0.78774
C -4.34328 -0.57393 -2.24674
C -4.16628 0.13107 -3.58674
C -5.22328 0.04307 -4.60574
O -5.11728 0.30007 -5.85274
O -3.01528 0.84907 -3.95474
O -7.89828 -1.47193 -2.29374
H -7.50728 -0.45393 -4.56974
H -3.55928 -0.35493 -1.54974
H -2.51228 0.83307 -3.30474
H -7.64328 -2.26093 -1.91474
C -3.07428 -4.97693 1.06726
C -2.62728 -4.96493 -0.42374
C -1.85528 -3.91793 -0.95974
O -1.50628 -3.70793 -2.15974
C -1.32628 -2.92093 -0.08274
C -1.69328 -2.90093 1.37526
C -2.60428 -4.03493 1.92526
O -3.00028 -3.88493 3.07626
O -1.46228 -1.94493 2.32926
O -3.12428 -5.94993 -1.23874
H -3.71628 -5.77393 1.68026
H -0.77628 -2.22793 -0.57974
H -0.92328 -1.06493 1.95126
H -2.87928 -5.69993 -2.06874
*
```

The HOMO-LUMO gap is 5.7 eV. The total energy is -2552.1845 Eh. Its max |F| is 0.2603 hartree/bohr. For the highest occupied orbital energy, the calculation gives -6.45 eV. Its relative energy (zero: lowest compared OMol25 entry of this formula, charge and spin) is 41.0 kcal per mole.

***

The lowest HOMO-LUMO gap belongs to which entry? C24H15F8IN7OPd